The following is a quantum chemistry calculation of a structure of composition C36H30Br2F3N5O2Sc, from the Open Molecules 2025 dataset.

Structure (ORCA input):
```
! wB97M-V def2-TZVPD RIJCOSX def2/J DEFGRID3
* xyz -1 1
Sc -1.604 -0.228 0.170
Br -1.258 3.493 2.655
C 0.307 2.496 3.005
C 1.303 3.059 3.811
C 2.457 2.380 4.066
Br 3.793 3.212 5.138
C 2.662 1.083 3.543
C 3.826 0.313 3.759
C 3.921 -0.940 3.225
C 2.836 -1.439 2.482
N 1.746 -0.754 2.252
C 1.637 0.503 2.746
C 0.419 1.233 2.420
O -0.455 0.759 1.615
H 1.148 4.048 4.220
H 4.630 0.728 4.351
H 4.801 -1.550 3.376
H 2.872 -2.445 2.072
N -0.791 -2.138 1.363
C -1.786 -3.059 1.767
C -2.001 -3.299 3.117
C -3.017 -4.147 3.527
C -3.816 -4.768 2.581
C -3.591 -4.530 1.233
C -2.582 -3.677 0.795
C -2.381 -3.415 -0.661
C -2.484 -4.503 -1.536
C -2.373 -4.325 -2.906
C -2.161 -3.046 -3.403
C -2.040 -1.977 -2.522
C -2.132 -2.105 -1.127
H -0.139 -1.846 2.081
H -0.269 -2.461 0.555
H -1.378 -2.796 3.848
H -3.188 -4.310 4.584
H -4.624 -5.419 2.890
H -4.237 -4.985 0.492
H -2.641 -5.499 -1.134
H -2.453 -5.173 -3.576
H -2.084 -2.885 -4.473
H -1.859 -0.989 -2.937
F -4.130 -1.050 2.057
C -3.761 -0.063 1.158
F -3.999 1.107 1.865
F -4.791 -0.076 0.231
C -1.156 3.056 -2.472
C -2.304 2.237 -1.868
C -3.191 1.684 -2.985
C -3.135 3.124 -0.940
O -1.756 1.183 -1.145
H -1.522 3.875 -3.096
H -0.521 2.404 -3.078
H -0.555 3.482 -1.662
H -3.679 2.489 -3.541
H -3.954 1.036 -2.549
H -2.594 1.091 -3.681
H -3.554 3.980 -1.478
H -2.510 3.490 -0.125
H -3.949 2.542 -0.506
N 7.132 5.232 -2.288
C 6.328 4.420 -2.169
C 5.326 3.402 -2.016
C 5.689 2.057 -2.070
C 4.730 1.075 -1.924
C 3.399 1.429 -1.740
C 3.028 2.768 -1.694
C 3.991 3.751 -1.821
N 2.418 0.429 -1.591
C 2.378 -0.805 -2.219
C 1.241 -1.404 -1.779
N 0.603 -0.585 -0.878
C 1.322 0.499 -0.790
H 6.727 1.789 -2.213
H 5.013 0.031 -1.929
H 1.985 3.035 -1.581
H 3.710 4.794 -1.785
H 3.114 -1.099 -2.945
H 0.814 -2.352 -2.064
H 1.098 1.341 -0.156
*
```

Calculated values
calculated total energy	-8022.70679	hartree
molecular weight	826.43	u
HOMO level	-5.3621	eV
energy above the lowest of the compared OMol25 structures with the same formula, charge and spin	2.3	kcal/mol
orbital gap	6.95	eV